{
  "formula": "C3H8NO2S",
  "method": "the ωB97M-V functional and the def2-TZVPD basis",
  "e_tot_ha": -722.07819,
  "homo_energy_ev": [-14.910, -13.558],
  "homo_lumo_gap_ev": [7.7, 5.4],
  "multiplicity": 1,
  "charge": 1,
  "relative_energy_kcal_mol": 140.01,
  "species": ["O", "C", "C", "H", "S", "H", "H", "H", "H", "H", "O", "H", "C", "N", "H"],
  "positions_angstrom": [[0.17, -1.85, 1.06], [-0.64, 0.15, -2.33], [2.02, 0.06, 1.97], [-2.71, -0.42, -0.16], [1.20, -0.93, 0.70], [2.83, 0.60, 1.55], [-1.88, 1.01, 0.54], [-3.01, 1.22, -0.92], [2.21, -0.39, 2.94], [1.41, 0.82, 2.20], [2.25, -1.33, -0.21], [0.46, -0.04, -2.44], [-2.17, 0.59, -0.52], [-0.98, 0.34, -1.17], [-1.16, 0.18, -3.23]]
}

***

{
  "formula": "C4H8NaS2",
  "method": "the ωB97M-V functional and the def2-TZVPD basis",
  "e_tot_ha": -1115.69403,
  "homo_energy_ev": -12.419,
  "homo_lumo_gap_ev": 7.8,
  "multiplicity": 1,
  "charge": 1,
  "relative_energy_kcal_mol": 2.83,
  "species": ["H", "H", "H", "H", "C", "H", "H", "Na", "C", "S", "S", "H", "C", "C", "H"],
  "positions_angstrom": [[-1.34, 1.47, 2.06], [2.22, -0.94, 0.49], [-1.34, -1.30, -0.73], [-1.13, -0.27, -2.17], [-0.97, 0.67, 1.40], [0.64, -1.70, 0.84], [1.01, -1.35, -1.62], [0.93, 3.33, -0.33], [1.13, -0.78, 0.45], [-1.54, 1.06, -0.27], [0.82, 0.58, 1.60], [1.16, 0.41, -1.36], [0.67, -0.51, -0.98], [-0.84, -0.39, -1.11], [-1.43, -0.28, 1.74]]
}

***

{
  "formula": "C24H72N2O19",
  "method": "the ωB97M-V functional and the def2-TZVPD basis",
  "e_tot_ha": -2496.41251,
  "homo_energy_ev": [0.281, -7.286],
  "homo_lumo_gap_ev": [1.5, 9.0],
  "multiplicity": 2,
  "charge": -1,
  "species": ["H", "O", "O", "H", "H", "C", "H", "H", "H", "H", "C", "H", "H", "H", "H", "O", "H", "H", "H", "O", "H", "H", "H", "H", "H", "H", "H", "H", "H", "C", "H", "H", "O", "C", "H", "O", "O", "C", "H", "O", "H", "H", "C", "O", "C", "H", "H", "C", "H", "H", "H", "H", "H", "H", "O", "H", "C", "H", "O", "N", "O", "O", "H", "C", "C", "C", "H", "O", "H", "O", "H", "H", "H", "H", "C", "C", "O", "C", "H", "H", "H", "H", "H", "H", "C", "H", "H", "H", "N", "H", "O", "H", "H", "H", "C", "C", "H", "H", "H", "H", "C", "H", "C", "H", "H", "C", "H", "O", "C", "C", "H", "H", "C", "H", "H", "H", "O"],
  "positions_angstrom": [[-6.33, -4.10, 12.31], [-7.26, -3.41, 9.14], [-1.74, -2.35, 13.04], [1.36, -2.89, 6.93], [-3.39, -6.63, 12.13], [-6.46, -4.45, 11.29], [1.56, 1.36, 9.90], [-3.77, 2.44, 4.83], [-1.48, -6.78, 10.32], [-1.13, -0.08, 7.95], [-1.76, -3.13, 1.90], [1.01, -6.11, 13.70], [-0.89, -0.42, 12.78], [-3.27, 0.20, 7.69], [0.98, -4.07, 12.41], [-0.13, -1.94, 6.03], [-5.53, -4.73, 10.79], [-0.36, -1.40, 5.27], [-2.95, -4.08, 3.42], [-0.96, -1.96, 1.70], [1.17, -1.22, 13.89], [2.44, -3.72, 10.54], [-5.04, -6.68, 8.53], [-6.83, -0.79, 8.66], [-1.81, -2.98, 4.03], [-4.49, -1.17, 11.97], [-3.65, -7.69, 10.34], [2.20, -0.19, 3.75], [-5.72, -2.59, 8.26], [2.28, -4.72, 10.95], [2.75, -2.69, 13.27], [-6.09, -5.59, 5.68], [-4.08, -6.76, 8.53], [-0.30, 0.56, 9.98], [-3.53, -2.22, 9.35], [-0.35, -0.94, 15.27], [-1.31, 1.87, 8.33], [1.93, -4.60, 12.40], [-3.08, 2.62, 6.44], [-3.45, -8.30, 11.06], [-2.25, -2.21, 12.24], [-0.36, -2.14, 0.97], [-6.14, -0.13, 8.13], [1.22, -5.24, 10.15], [-3.93, -0.13, 6.89], [-3.13, -4.32, 9.53], [0.40, 0.71, 7.92], [-2.76, -7.49, 11.92], [2.30, -6.64, 9.13], [-0.06, -0.43, 10.36], [-2.42, -3.14, 1.03], [-4.51, -4.85, 6.84], [-5.55, 0.44, 8.85], [-0.95, -2.29, 9.06], [-0.36, -7.88, 11.77], [-1.18, 0.83, 10.56], [1.60, -5.83, 8.93], [-3.89, -5.56, 5.35], [-4.37, 0.96, 6.09], [-4.87, -2.13, 7.97], [-5.08, -0.97, 12.69], [-5.60, -6.34, 6.02], [0.99, -6.32, 12.17], [-3.55, -6.75, 7.15], [0.21, -1.66, 14.18], [-4.40, -5.79, 6.29], [-0.66, -8.78, 11.62], [1.92, -0.38, 4.64], [2.18, -5.09, 8.37], [-3.34, -2.03, 3.26], [2.73, -4.09, 14.24], [-0.23, -1.81, 12.05], [-0.62, -4.02, 8.49], [-7.82, -4.19, 9.11], [2.13, -1.71, 5.18], [2.89, -3.77, 13.21], [-2.07, -3.14, 7.52], [-2.49, -3.11, 3.20], [-1.83, -4.01, 10.73], [3.17, -1.83, 5.47], [-4.44, -2.75, 7.30], [-3.27, -0.76, 6.31], [-6.78, 0.51, 7.53], [-2.60, -7.97, 12.89], [-2.37, -3.62, 9.86], [-1.48, -2.93, 6.79], [0.69, -6.13, 8.40], [0.36, -0.86, 15.91], [1.60, -5.97, 12.90], [1.39, -1.25, 7.23], [-3.13, -2.48, 10.18], [-5.65, -1.28, 6.33], [-2.53, 1.30, 5.39], [-1.18, -5.99, 11.76], [-6.98, -3.21, 10.50], [-0.63, -1.45, 12.99], [0.38, -2.70, 14.44], [1.93, -2.41, 4.37], [-2.51, -6.41, 7.15], [-2.73, -1.28, 3.21], [-3.39, 1.89, 5.70], [-0.78, 2.61, 8.65], [-1.35, -3.24, 8.70], [-3.64, -7.77, 6.77], [3.11, -5.41, 10.84], [1.22, -1.94, 6.41], [-6.34, -2.33, 10.57], [0.70, 1.51, 10.31], [-0.56, 0.72, 8.44], [-5.19, -0.92, 7.25], [-4.54, -1.03, 13.47], [-1.19, -4.05, 1.78], [-1.42, -6.98, 11.39], [-7.85, -2.70, 10.91], [3.93, -3.73, 12.87], [-7.08, -6.13, 10.52], [-7.32, -5.58, 11.27]]
}

***

{
  "formula": "C33H83BrN7O11P",
  "method": "the ωB97M-V functional and the def2-TZVPD basis",
  "e_tot_ha": -5433.12926,
  "homo_energy_ev": -9.063,
  "homo_lumo_gap_ev": 9.1,
  "multiplicity": 1,
  "smiles": "CC(C)CCO[P@](=O)(OCCCBr)OOC#N.COC[C@@H](C)N.COC[C@@H](C)N.COC[C@@H](C)N.COC[C@@H](C)N.COC[C@@H](C)N.COC[C@@H](C)N",
  "species": ["H", "O", "H", "N", "C", "H", "O", "H", "C", "O", "H", "H", "H", "N", "Br", "C", "O", "H", "N", "H", "H", "C", "C", "H", "C", "H", "H", "H", "C", "H", "H", "O", "H", "O", "O", "C", "H", "H", "C", "H", "O", "H", "C", "H", "C", "H", "N", "H", "H", "C", "H", "C", "C", "H", "H", "H", "H", "H", "C", "H", "H", "H", "H", "H", "H", "H", "H", "P", "H", "H", "H", "H", "C", "H", "H", "H", "C", "H", "H", "C", "O", "H", "O", "H", "N", "H", "H", "C", "C", "C", "H", "C", "H", "H", "H", "H", "C", "C", "H", "C", "H", "H", "H", "H", "N", "H", "H", "H", "H", "H", "H", "O", "H", "H", "C", "H", "H", "C", "C", "H", "H", "N", "H", "C", "H", "C", "C", "C", "H", "H", "H", "H", "H", "C", "H", "H"],
  "positions_angstrom": [[3.99, 10.87, 1.60], [3.18, -7.37, 2.81], [2.65, -10.38, 2.33], [-10.00, -2.05, -2.61], [2.78, -6.19, 2.13], [-3.96, -5.66, -2.91], [3.22, -1.53, -1.15], [0.10, -3.50, -2.81], [1.62, -1.38, -3.14], [-1.79, 7.01, 2.65], [0.14, 0.24, -4.55], [9.06, -4.06, -1.09], [2.62, -8.67, 4.24], [1.65, -2.08, 4.16], [1.70, 4.32, 0.57], [5.37, 12.43, 2.11], [2.89, -0.11, 1.16], [-0.50, 6.75, 1.12], [2.06, -9.79, 1.75], [-1.58, -0.54, -4.20], [-3.60, 7.40, 3.50], [0.09, -1.17, -2.70], [1.86, 0.91, 1.02], [-0.47, 9.53, 3.98], [2.48, -2.31, -2.14], [-4.80, -5.27, -5.29], [-5.11, -2.55, -4.28], [1.24, 6.50, 3.00], [-4.81, -3.75, -1.41], [0.66, -9.57, 3.28], [-7.11, -5.07, -4.79], [-3.88, -3.62, -2.47], [6.29, 11.82, 2.18], [0.98, -1.87, 0.37], [7.21, -3.16, -0.72], [4.11, 11.59, 2.42], [-2.27, 8.36, 4.14], [-4.42, -3.20, -0.55], [0.25, -8.16, 1.75], [2.12, 1.74, 1.78], [-10.16, -4.75, -3.57], [-0.52, -8.83, 1.37], [1.66, 1.47, -0.47], [8.66, -2.64, -2.07], [8.64, -3.84, 2.07], [-2.95, -4.65, -3.94], [-5.07, -3.21, -5.06], [5.31, 12.77, 1.08], [6.98, -1.83, 1.30], [-6.42, -4.91, -3.96], [8.75, -3.83, 3.16], [2.13, -8.03, 3.50], [-0.64, -2.61, -2.76], [9.20, -2.98, 1.69], [2.45, -6.44, 1.11], [9.12, -4.75, 1.69], [5.62, -2.48, 1.84], [6.79, 12.61, 4.21], [-0.62, -0.12, -3.75], [-12.07, -5.58, -3.74], [3.28, -2.84, -2.80], [-6.85, -4.12, -3.34], [-4.97, -4.79, -1.12], [0.72, -7.68, 0.89], [-12.71, -1.47, -2.78], [1.12, 8.40, 1.63], [2.79, 12.89, 1.58], [2.48, -1.56, 0.38], [1.88, 3.27, -1.76], [2.00, -5.65, 2.66], [-11.32, -4.00, -5.13], [9.11, -2.42, -0.38], [4.22, 10.78, 3.71], [4.08, 11.39, 4.60], [3.44, 10.01, 3.73], [-0.52, 10.22, 2.35], [1.24, -8.93, 2.62], [6.65, -4.54, 2.31], [-12.38, -3.07, -2.14], [6.90, -4.19, 0.22], [3.28, -2.85, 1.27], [2.10, 0.77, -1.27], [5.50, 13.61, 2.90], [-1.27, -2.69, -3.74], [0.95, 7.37, 3.44], [5.23, 13.18, 4.90], [3.66, -5.54, 2.04], [-3.92, -4.69, -3.42], [-11.24, -5.50, -3.04], [-10.96, -2.39, -3.67], [-0.92, 0.84, -3.17], [8.59, -3.08, -1.07], [-0.25, -7.38, 2.34], [-2.97, 8.74, 2.53], [1.60, -1.92, -4.17], [2.72, -9.19, 1.26], [0.37, 8.24, 2.41], [-5.03, -4.56, -4.48], [-0.02, -0.66, -1.66], [6.03, 13.40, 4.20], [-13.07, -2.89, -3.76], [3.44, 2.90, -0.88], [6.51, 14.33, 4.52], [-10.98, -1.58, -4.40], [2.91, 12.43, 2.48], [-4.17, -3.01, -5.50], [1.00, 10.14, 3.24], [2.10, -0.35, -3.33], [3.11, 13.20, 3.12], [-11.57, -5.06, -2.10], [1.88, -3.16, -1.65], [2.28, -3.42, 2.00], [-9.65, -3.44, -5.01], [5.18, 10.27, 3.78], [2.18, -2.67, 3.24], [-9.08, -1.89, -3.04], [-9.86, -2.88, -2.04], [-12.35, -2.47, -3.05], [-10.54, -3.67, -4.42], [1.53, -7.31, 4.07], [-5.76, -3.28, -1.69], [6.63, -2.47, 2.01], [0.53, 1.56, -0.68], [-2.69, 7.94, 3.22], [-10.88, -6.51, -2.82], [-0.86, 7.59, 1.74], [7.17, -3.80, 1.69], [0.07, 9.60, 3.03], [0.19, 7.08, 4.06], [0.82, 0.52, 1.36], [-1.32, -2.82, -1.87], [7.40, -5.12, -0.05], [-6.39, -5.83, -3.37], [2.29, 2.93, -0.74], [-1.36, 8.28, 1.05], [5.82, -4.36, 0.11]]
}

***

{
  "formula": "C10H16",
  "method": "the ωB97M-V functional and the def2-TZVPD basis",
  "e_tot_ha": -390.61918,
  "homo_energy_ev": -9.015,
  "homo_lumo_gap_ev": 10.0,
  "multiplicity": 1,
  "relative_energy_kcal_mol": 10.48,
  "smiles": "Cc1ccccc1.CCC",
  "species": ["H", "C", "C", "H", "C", "C", "C", "C", "H", "H", "H", "H", "C", "H", "H", "C", "H", "H", "H", "C", "H", "H", "H", "H", "C", "H"],
  "positions_angstrom": [[2.18, 3.94, 0.31], [-1.09, -1.59, -0.18], [-2.30, -1.42, -1.06], [-0.35, -2.01, 3.14], [-1.25, -1.89, 1.17], [0.38, 2.50, -1.92], [0.21, -1.38, -0.64], [1.12, 3.92, 0.04], [-2.28, -0.48, -1.60], [1.90, -1.52, 2.32], [1.08, 3.09, -2.52], [1.01, 4.68, -0.74], [1.24, -1.28, 0.28], [-0.62, 2.92, -2.04], [2.21, -0.97, -0.09], [0.81, 2.49, -0.45], [0.05, 1.94, 0.11], [0.62, 4.25, 0.94], [-2.35, -2.20, -1.82], [-0.22, -1.80, 2.09], [1.72, 1.91, -0.34], [0.36, -1.01, -1.66], [0.37, 1.50, -2.35], [-2.25, -2.10, 1.54], [1.06, -1.49, 1.63], [-3.24, -1.44, -0.51]]
}